i.
ORCA calculation (the ωB97M-V functional and the def2-TZVPD basis) on a 2-piece molecular cluster, C11H11NO overall.

For the LUMO energy, the calculation gives 0.167 eV. Its HOMO-LUMO gap is 8.35 eV. For the molar mass, the calculation gives 173.21 g/mol.

The geometry in XYZ format:
```
24
Properties=species:S:1:pos:R:3:lowdin_charge:R:1
C 3.1543 1.3249 0.1095 -0.25
C -2.0192 2.8142 -0.5631 -0.09
C -1.8463 1.6772 -1.3891 -0.10
C -1.5322 2.7846 0.7242 -0.08
C -1.2382 0.5662 -0.9149 -0.08
C -0.8563 1.6674 1.2470 0.01
C -0.7384 0.5339 0.3978 -0.27
C 2.5529 0.3870 -1.9739 0.03
C 2.2890 1.1289 -0.9657 -0.21
C -0.0309 -0.6039 0.7690 0.00
C 0.0597 -2.8437 1.0797 -0.08
N 3.8779 1.6895 0.8855 0.17
O -0.7748 -1.7178 0.8509 -0.10
H -2.7044 3.6491 -0.9295 0.13
H -2.3684 1.6810 -2.4015 0.13
H -1.5477 3.6547 1.2949 0.08
H -1.0854 -0.3545 -1.5349 0.13
H -0.5135 1.6686 2.1915 0.07
H 1.7956 0.2980 -2.8304 0.10
H 3.3390 -0.2785 -2.0904 0.05
H 1.4712 1.7925 -0.9890 0.09
H -0.6466 -3.7011 0.8782 0.11
H 0.4272 -2.8968 2.1255 0.10
H 0.8624 -2.7140 0.3840 0.07
```

=====

ii.
ORCA calculation (the ωB97M-V functional and the def2-TZVPD basis) on a 2-piece molecular cluster, C11H11NO overall.

For the LUMO energy, the calculation gives 0.470 eV. Its HOMO-LUMO gap is 8.45 eV. For the molar mass, the calculation gives 173.21 g/mol.

The geometry in XYZ format:
```
24
Properties=species:S:1:pos:R:3:lowdin_charge:R:1
C -2.2758 2.3851 1.2507 -0.10
C -2.2038 1.2451 2.0605 -0.07
C -2.4930 2.0131 -0.1024 -0.08
C -2.1034 0.2044 1.1238 -0.07
C 1.4566 -2.0751 -0.3359 -0.09
C 1.7328 -1.4458 0.8539 -0.10
C -2.4586 -1.3402 -1.3478 -0.17
C 0.7458 -1.0872 -1.2384 -0.18
C 1.2916 -0.0662 0.8176 -0.09
C 0.5216 0.0842 -0.2767 -0.12
C -2.5614 -0.0498 -1.2486 -0.09
N -2.4193 0.6846 -0.1313 -0.16
O -2.5654 -2.5083 -1.4462 0.18
H -2.5676 3.3497 1.6603 0.09
H -1.9797 1.2946 3.0965 0.09
H -2.7766 2.5982 -0.9452 0.11
H -2.0634 -0.8752 1.0179 0.12
H 1.4874 -3.1225 -0.5860 0.09
H 2.2927 -1.9959 1.6089 0.09
H 1.3652 -0.8002 -2.1708 0.15
H -0.1508 -1.6216 -1.6320 0.09
H 1.2926 0.5320 1.7164 0.10
H 0.2369 1.0115 -0.6469 0.08
H -2.7740 0.3850 -2.1591 0.12
```

=====

Last place for stability: i

=====

i.
ORCA calculation (the ωB97M-V functional and the def2-TZVPD basis) on a 7-piece molecular cluster, C6H29N2O6 overall.

For the LUMO energy, the calculation gives -2.654 eV. The charge is +1. Its HOMO-LUMO gap is 9.63 eV. For the molar mass, the calculation gives 225.31 g/mol.

The geometry in XYZ format:
```
43
Properties=species:S:1:pos:R:3:lowdin_charge:R:1
C -2.5783 -0.6480 -2.7292 -0.07
C -1.3320 -0.2155 -2.0024 -0.41
C -0.5782 -1.5331 -1.4530 -0.14
C -1.2487 -2.3279 -0.3222 -0.16
C -1.7062 -1.6002 0.9380 -0.14
N -0.7005 -0.8955 1.8088 -0.04
C 0.1688 -1.7815 2.6351 0.00
N -0.3762 0.6382 -2.7074 0.04
H -2.4601 -0.7844 -3.7921 0.08
H -3.4741 -0.0002 -2.5939 0.09
H -3.1139 -1.5489 -2.3875 0.08
H -1.6536 0.2211 -1.0437 0.10
H -0.3751 -2.2142 -2.2929 0.13
H 0.4072 -1.1896 -1.2040 0.06
H -0.5779 -3.1687 -0.0377 0.12
H -2.1298 -2.8668 -0.6853 0.12
H -2.5188 -0.9280 0.6544 0.12
H -2.2394 -2.2142 1.6783 0.13
H -1.0804 -0.1915 2.4364 0.13
H 0.7541 -2.3512 1.9472 0.07
H -0.5809 -2.3711 3.2310 0.13
H 0.8666 -1.1934 3.1997 0.08
H -0.2520 -0.2919 1.1060 0.12
H -0.7091 1.5883 -2.7265 0.06
H -0.0914 0.3056 -3.6203 0.10
H 2.8934 -1.0168 0.2577 0.05
H 3.3929 -1.4842 1.5075 0.08
O 2.5259 -1.2405 1.1341 -0.06
H 0.8289 3.8516 -1.1651 0.05
H 0.8603 3.3319 -2.5907 0.06
O 0.3438 3.2783 -1.7740 -0.06
H 1.4449 0.8699 1.8750 0.01
H 1.2977 1.3172 3.3121 0.09
O 0.7804 0.9769 2.5679 -0.06
H 1.9947 1.2810 -1.4972 0.06
H 0.9331 0.5357 -0.8282 0.02
O 1.8728 0.4383 -1.0368 -0.07
H 3.2288 2.6899 0.9865 0.05
H 2.5208 1.3094 0.4582 -0.03
O 3.1658 1.7345 1.0475 -0.06
H -2.1965 1.7976 0.4073 0.06
H -1.3557 2.0938 1.7351 0.06
O -1.8571 1.4446 1.2328 -0.03
```

=====

ii.
ORCA calculation (the ωB97M-V functional and the def2-TZVPD basis) on a 7-piece molecular cluster, C6H29N2O6 overall.

For the LUMO energy, the calculation gives -2.287 eV. The charge is +1. Its HOMO-LUMO gap is 10.13 eV. For the molar mass, the calculation gives 225.31 g/mol.

The geometry in XYZ format:
```
43
Properties=species:S:1:pos:R:3:lowdin_charge:R:1
C -1.3204 -1.4065 3.2060 -0.04
C -0.6415 -1.3216 1.8702 -0.33
C 0.2216 -0.0900 1.6548 -0.16
C 1.7000 -0.3413 1.9612 -0.17
C 2.5223 -1.0767 0.8749 -0.18
C 2.2794 -0.8063 -0.6154 -0.27
N 2.6983 0.4484 -1.2611 0.00
N -1.6274 -1.3204 0.7266 0.21
H -0.5986 -1.0698 3.9407 0.09
H -2.2176 -0.8118 3.3230 0.09
H -1.7277 -2.3724 3.5434 0.10
H -0.0041 -2.1819 1.7642 0.14
H 0.0581 0.2207 0.6318 0.09
H -0.1573 0.8081 2.1593 0.13
H 1.7862 -1.0674 2.7860 0.11
H 2.2244 0.5431 2.3883 0.12
H 2.4076 -2.1594 0.9687 0.11
H 3.5775 -0.8686 1.0043 0.11
H 2.9010 -1.5641 -1.1217 0.12
H 1.2423 -0.9811 -0.9018 0.08
H 3.6327 0.7095 -1.2174 0.05
H 2.2074 1.2520 -0.8333 0.09
H -2.2109 -0.4711 0.5539 0.16
H -2.2682 -2.0640 0.8589 0.15
H -1.2072 -1.7063 -0.1320 0.11
H 0.4658 -4.1830 -1.1946 0.08
H -0.2509 -3.3672 -2.1737 0.00
O -0.1253 -3.4001 -1.2751 -0.02
H -1.5460 3.8597 1.2504 0.04
H -1.2386 3.5879 -0.1812 0.01
O -1.8719 3.3810 0.5125 -0.03
H 1.6518 0.5712 -3.0633 0.03
H 1.0137 0.4632 -4.4585 0.01
O 0.8251 0.7239 -3.5960 -0.05
H -0.6130 0.1178 -2.3754 0.04
H -1.9930 0.4476 -1.5109 -0.01
O -1.2825 -0.1887 -1.6912 -0.10
H 0.5922 4.8989 -1.9823 0.05
H -0.1738 3.7676 -2.5839 0.03
O -0.1343 4.3055 -1.8152 -0.02
H -3.0778 2.1841 -0.3979 0.05
H -4.3208 1.2682 -0.9549 0.08
O -3.3985 1.2612 -0.6426 -0.08
```

=====

Last place for stability: i

=====

i.
ORCA calculation (the ωB97M-V functional and the def2-TZVPD basis) on a 3-piece molecular cluster, C2H12NO2S overall.

For the LUMO energy (spin up / spin down), the calculation gives -8.594 / -13.228 eV. The expectation value of S² is 0.75. The charge is +2. Its HOMO-LUMO gap (spin up / spin down) is 10.24 / 5.60 eV. Its spin multiplicity is 2. For the molar mass, the calculation gives 114.19 g/mol.

The geometry in XYZ format:
```
18
Properties=species:S:1:pos:R:3:mulliken_spin:R:1
C -0.2686 -0.2419 0.5942 0.01
C -0.7304 0.8404 1.6131 -0.03
S -1.4315 2.2679 0.5515 1.01
N 0.8382 0.2195 -0.2673 0.00
H 0.1098 -1.1379 1.1224 0.00
H -1.1214 -0.5884 0.1039 0.00
H -1.6582 0.3004 2.1745 0.00
H -0.0288 1.2684 2.2680 0.01
H -2.8429 1.9023 0.5863 -0.02
H 1.7440 -0.2390 -0.1285 0.00
H 0.4900 0.4201 -1.2494 0.00
H 1.0264 1.1418 0.2190 0.00
H -0.4024 0.1448 -3.6247 0.00
H -0.9635 1.4662 -2.9801 0.00
O -0.7232 0.5102 -2.7827 0.00
H 1.3099 -3.1076 0.7650 0.00
H 2.7698 -2.6973 0.6657 0.00
O 1.8826 -2.4699 0.3693 0.00
```

=====

ii.
ORCA calculation (the ωB97M-V functional and the def2-TZVPD basis) on a 3-piece molecular cluster, C2H12NO2S overall.

For the LUMO energy (spin up / spin down), the calculation gives -8.450 / -13.268 eV. The expectation value of S² is 0.75. The charge is +2. Its HOMO-LUMO gap (spin up / spin down) is 9.37 / 4.56 eV. Its spin multiplicity is 2. For the molar mass, the calculation gives 114.19 g/mol.

The geometry in XYZ format:
```
18
Properties=species:S:1:pos:R:3:mulliken_spin:R:1
C 1.2758 0.8012 -0.4204 0.00
C 2.1515 0.1412 0.6555 -0.02
S 3.0974 -1.3705 0.0351 0.99
N 0.0137 0.0645 -0.6421 0.01
H 1.1299 1.8409 -0.1396 0.00
H 1.8647 0.7845 -1.3245 0.00
H 2.9882 0.7517 1.0054 0.05
H 1.5134 -0.0374 1.5270 -0.01
H 2.8917 -2.0607 1.1958 -0.02
H 0.1723 -0.9241 -0.8352 -0.01
H -0.7412 0.1425 0.0629 0.00
H -0.4679 0.4438 -1.4724 0.00
H -2.7307 0.2832 2.2377 0.00
H -1.4075 1.2132 2.0467 0.00
O -1.8546 0.3908 1.8326 0.00
H -3.4934 -0.0820 -1.9895 0.00
H -3.4968 -1.5579 -1.9569 0.00
O -2.9065 -0.8249 -1.8180 0.00
```

=====

Last place for stability: i

=====

i.
ORCA calculation (the ωB97M-V functional and the def2-TZVPD basis) on C4H6O4 as an isolated structure.

For the LUMO energy, the calculation gives 0.031 eV. Its HOMO-LUMO gap is 9.86 eV. For the molar mass, the calculation gives 118.09 g/mol.

The geometry in XYZ format:
```
14
Properties=species:S:1:pos:R:3:lowdin_charge:R:1
C 0.6584 0.3882 0.7401 -0.46
C 0.0456 -0.3349 1.8659 -0.20
C 0.2130 -0.3384 -0.6049 -0.42
C -1.2598 -0.4463 -1.0559 -0.20
H 2.0758 0.6494 -0.2659 0.18
H 0.0811 1.4138 0.6491 0.19
H 0.4279 -0.2277 3.1060 0.20
H 0.9207 -1.2128 -0.3756 0.20
H 0.2874 1.3578 -1.7792 0.32
H -1.6485 -1.1640 -0.2211 0.14
O 1.9565 0.5893 0.8241 -0.01
O -1.0876 -0.6617 1.6852 0.04
O 0.9103 0.2761 -1.5003 -0.09
O -1.7902 0.2427 -1.8571 0.10
```

=====

ii.
ORCA calculation (the ωB97M-V functional and the def2-TZVPD basis) on one molecule with the formula C4H6O4.

For the LUMO energy, the calculation gives 0.263 eV. Its HOMO-LUMO gap is 10.30 eV. For the molar mass, the calculation gives 118.09 g/mol.

The geometry in XYZ format:
```
14
Properties=species:S:1:pos:R:3:lowdin_charge:R:1
C -1.9781 -0.2425 0.3269 -0.10
C -0.6822 -0.1733 -0.3828 -0.48
C 1.1884 1.3332 -0.0293 0.05
C 1.6317 -0.9170 0.2958 -0.19
H -1.7608 -0.9786 1.2516 0.18
H -0.8004 0.0816 -1.3225 0.12
H 1.6360 1.9216 0.7807 0.14
H 1.2171 1.7066 -1.0413 0.13
H 2.1544 -1.6646 -0.1588 0.09
H 1.4642 -0.9482 1.5113 0.18
O -3.1013 0.2294 -0.0322 0.05
O -0.1522 0.8695 0.1644 -0.04
O 2.4168 0.1578 -0.0540 -0.09
O 0.2281 -1.2717 -0.3638 -0.05
```

=====

Last place for stability: ii